# 1
ORCA calculation (ωB97M-V/def2-TZVPD) on a gas-phase ion, C11H14N (charge +1) in a non-equilibrium geometry.

Its charge is +1. As for the LUMO energy (alpha / beta): -3.590 / -6.393 eV. The expectation value of S² is 2.01. As for the spin multiplicity: 3. Its HOMO energy (alpha / beta) is -7.300 / -11.856 eV. As for the energy above the lowest of the compared OMol25 structures with the same formula, charge and spin: 156.28 kJ/mol. Its HOMO-LUMO gap (alpha / beta) is 3.7 / 5.5 eV.

CARTESIAN COORDINATES (ANGSTROEM)
C -2.0772 0.5320 2.4423
C -1.8927 0.6820 1.2841
C 2.0988 -2.7967 0.5218
C 1.5499 -2.4607 -0.7561
C 1.7983 -1.9084 1.5667
C 0.8272 -1.2673 -0.9421
C 1.1460 -0.7037 1.3626
C 0.7207 -0.4417 0.1210
C 0.4782 1.4716 -1.4682
C -1.5798 0.6965 -0.1454
C 0.0116 0.8641 -0.1330
N -2.2497 1.8508 -0.7654
H -2.4343 0.3253 3.4510
H 2.8934 -3.6301 0.5621
H 1.8890 -2.9491 -1.6802
H 2.2658 -2.1280 2.5196
H 0.4022 -1.0314 -1.9705
H 1.1399 -0.0625 2.3030
H 0.0083 1.0166 -2.2262
H 0.2536 2.4747 -1.5514
H 1.5244 1.3920 -1.5386
H -1.9266 -0.2336 -0.6034
H 0.2331 1.5618 0.6676
H -1.9777 1.9857 -1.7525
H -1.8469 2.7222 -0.3953
H -3.2552 2.0380 -0.8737



# 2
ORCA calculation (ωB97M-V/def2-TZVPD) on a molecular structure, C17H41ClLiN2O5 in a non-equilibrium geometry.

Its charge is +1. As for the LUMO energy: -2.815 eV. As for the spin multiplicity: 1. Its HOMO energy is -8.773 eV. As for the energy above the lowest of the compared OMol25 structures with the same formula, charge and spin: 0.00 kJ/mol. Its HOMO-LUMO gap is 6.0 eV.

CARTESIAN COORDINATES (ANGSTROEM)
Li -3.5595 5.2103 2.3973
Cl -3.1235 7.3884 3.2670
C -0.0974 3.4063 8.4774
C 0.0916 4.6563 7.6328
N -1.0169 4.9384 6.6443
C -1.2098 3.7763 5.7570
C -2.2728 5.2267 7.4325
C -3.4718 5.6742 6.5763
C -0.6018 6.1193 5.7908
C -0.5901 7.4898 6.4356
O 0.0144 7.5419 7.7029
C 1.3313 8.0263 7.7475
H 0.0878 2.4818 7.9316
H -1.1270 3.3149 8.8367
H 0.4086 3.4250 9.4402
H 1.0762 4.7326 7.1768
H 0.0774 5.4622 8.3583
H -1.8832 4.0082 4.9378
H -1.4719 2.8786 6.3030
H -0.2749 3.6079 5.2162
H -2.0551 5.9838 8.1791
H -2.6227 4.3073 7.8903
H -4.2305 6.0831 7.2455
H -3.8936 4.8792 5.9725
H -3.1726 6.5565 6.0095
H -1.2425 6.1327 4.9040
H 0.3807 5.8609 5.3912
H -1.5964 7.9004 6.5497
H -0.1634 8.2282 5.7465
H 2.0641 7.2685 7.4256
H 1.6137 8.3356 8.7488
H 1.5483 8.8382 7.0435
C -4.6393 13.0774 6.3630
C -3.2647 12.6039 5.8889
N -3.2868 11.5930 4.7686
C -3.7468 12.2211 3.5072
C -1.9030 11.0030 4.6338
C -0.8308 11.9941 4.2196
C -4.2279 10.4295 5.0385
C -3.9018 9.5103 6.2105
O -3.6594 10.2231 7.3883
C -3.7071 9.4526 8.5645
H -5.1207 12.2341 6.8621
H -5.3278 13.4451 5.6086
H -4.4553 13.7750 7.1783
H -2.7326 12.1963 6.7379
H -2.7592 13.4839 5.4952
H -3.2801 13.2092 3.4810
H -4.7977 12.5001 3.5242
H -3.4706 11.6707 2.6138
H -1.9730 10.1942 3.9028
H -1.6579 10.5598 5.5957
H -0.6892 12.7547 4.9899
H -1.0780 12.5638 3.3255
H 0.1062 11.4615 4.0807
H -4.3542 9.7701 4.1789
H -5.1533 10.9856 5.1780
H -2.9872 9.0126 5.8656
H -4.6724 8.7385 6.2876
H -2.9144 8.6911 8.6136
H -4.6598 8.9184 8.6279
H -3.5459 10.0962 9.4240
O -4.7999 8.2442 0.7793
C -4.4633 7.2234 -0.0857
O -4.3526 7.4838 -1.2758
O -4.3509 6.0527 0.4331
H -4.7677 7.7829 1.6274



# 3
ORCA calculation (ωB97M-V/def2-TZVPD) on a gas-phase ion, C5H14N3 (charge +1) in a non-equilibrium geometry.

Its charge is +1. As for the LUMO energy (alpha / beta): -5.036 / -4.450 eV. As for the spin multiplicity: 1. Its HOMO energy (alpha / beta) is -12.423 / -13.605 eV. As for the energy above the lowest of the compared OMol25 structures with the same formula, charge and spin: 629.09 kJ/mol. Its HOMO-LUMO gap (alpha / beta) is 7.4 / 9.2 eV.

CARTESIAN COORDINATES (ANGSTROEM)
C 0.1587 -0.9017 1.1072
C -1.8163 1.6572 -1.2601
C -0.5267 -2.8898 -0.3336
C 2.2995 0.3790 0.7136
C -0.6714 2.0963 -0.2819
N 0.3910 1.1558 -0.2885
N 0.4065 -1.9039 0.2762
N 0.8466 0.5593 0.8324
H -0.9212 -0.8842 1.2898
H -1.5157 1.5543 -2.3277
H -1.9667 0.6136 -1.0313
H -2.7660 2.3192 -1.2556
H -1.4847 -2.3844 -0.1078
H -0.4030 -3.1387 -1.3448
H -0.5526 -3.8381 0.3032
H 2.5014 0.1373 -0.2893
H 2.7256 1.3191 0.9212
H 2.6941 -0.3150 1.3944
H -0.1861 3.0651 -0.6520
H -1.1322 2.2390 0.6940
H 1.3925 -2.0806 0.0385
H 0.5268 1.2414 1.6021



# 4
ORCA calculation (ωB97M-V/def2-TZVPD) on 2 unconnected molecules or ions with the total composition ClH2OPS in a non-equilibrium geometry.

Its charge is 0. As for the LUMO energy: -0.740 eV. As for the spin multiplicity: 1. Its SMILES is O=PS.Cl. Its HOMO energy is -9.872 eV. As for the energy above the lowest of the compared OMol25 structures with the same formula, charge and spin: 120.94 kJ/mol. Its HOMO-LUMO gap is 9.1 eV.

CARTESIAN COORDINATES (ANGSTROEM)
O -2.1802 -3.4083 -0.9861
P -1.2230 -2.8426 -0.0541
S 0.4146 -1.9646 -1.2110
Cl 0.0120 0.6785 1.4475
H 0.0501 1.6251 2.4421
H 1.0994 -1.9176 -0.0924